# 1
{
  "formula": "C3H5F3N6O2",
  "method": "ωB97M-V/def2-TZVPD",
  "elements": ["C", "C", "C", "N", "N", "N", "N", "N", "N", "O", "O", "F", "F", "F", "H", "H", "H", "H", "H"],
  "xyz": [[0.5982, 2.1143, 0.5222], [0.0615, -1.0624, 0.2203], [-2.0080, -0.1799, -0.4143], [1.3664, 1.7642, 1.3467], [1.4057, -1.2682, 0.0737], [-0.0501, 2.3480, -0.4671], [-0.3624, -1.5206, 1.3792], [-0.6801, -0.3441, -0.5634], [2.0820, -0.7196, -0.8738], [3.2341, -0.9544, -1.0491], [1.5857, 0.1098, -1.7323], [-2.5992, -1.4251, -0.4392], [-2.4299, 0.5933, -1.3624], [-2.3623, 0.3209, 0.8005], [1.1326, 1.1599, 2.0309], [0.5874, 0.3274, -1.4544], [-0.2754, 2.8876, -1.2261], [0.1010, -2.3540, 1.8526], [-1.3872, -1.7971, 1.3561]],
  "atomic_forces_ev_per_a": [[-2.262, 1.500, -4.381], [0.560, 1.445, -1.016], [0.455, -1.361, 1.580], [2.649, 1.031, 0.279], [0.529, -0.492, 0.157], [0.796, -1.192, 2.440], [-2.816, -4.141, 3.025], [2.962, -0.342, -1.089], [0.107, -0.746, 0.400], [0.960, -0.468, 0.331], [-2.449, 1.852, -0.797], [-0.906, 0.413, -0.453], [-1.534, 0.615, -0.776], [-0.393, 0.417, -0.270], [-0.645, -2.214, 2.974], [0.911, -0.764, -0.121], [-0.499, 1.531, -1.276], [-0.009, 1.901, -1.203], [1.585, 1.015, 0.198]],
  "smiles": "NC(/N=[N+](/[O-])O)=N\\C(F)(F)F.N=C=N",
  "relative_energy_ev": 1.186,
  "gap_ev": 9.61,
  "homo_energy_ev": -9.9,
  "energy_ha": -895.78838,
  "spin_multiplicity": 1
}

---

# 2
{
  "formula": "C19H49I2N14O32P",
  "method": "ωB97M-V/def2-TZVPD",
  "elements": ["C", "C", "O", "P", "O", "O", "O", "C", "I", "C", "C", "I", "H", "H", "H", "H", "H", "H", "H", "C", "N", "O", "O", "H", "H", "H", "C", "N", "O", "O", "H", "H", "H", "C", "N", "O", "O", "H", "H", "H", "C", "N", "O", "O", "H", "H", "H", "C", "N", "O", "O", "H", "H", "H", "C", "N", "O", "O", "H", "H", "H", "C", "N", "O", "O", "H", "H", "H", "C", "N", "O", "O", "H", "H", "H", "C", "N", "O", "O", "H", "H", "H", "C", "N", "O", "O", "H", "H", "H", "C", "N", "O", "O", "H", "H", "H", "C", "N", "O", "O", "H", "H", "H", "C", "N", "O", "O", "H", "H", "H", "C", "N", "O", "O", "H", "H", "H"],
  "xyz": [[1.1864, -0.7348, 1.5622], [0.2368, 0.1873, 1.3789], [-0.6541, 0.4014, 2.4373], [-2.1080, 0.9473, 2.0497], [-2.8191, 1.2931, 3.2710], [-2.0068, 2.2631, 1.1379], [-2.9694, -0.1045, 1.1682], [-2.9167, -1.4161, 1.6366], [-3.6385, -1.9010, 3.5759], [-2.4432, -2.3682, 0.8645], [-2.3657, -3.8151, 1.1978], [-1.7363, -1.8428, -1.0670], [2.2274, -0.4750, 1.4231], [0.9144, -1.7338, 1.8807], [0.1263, 0.6784, 0.4184], [-2.9212, 2.3964, 0.8310], [-2.3971, -4.4347, 0.3078], [-1.4000, -4.0036, 1.6745], [-3.1563, -4.1312, 1.8656], [-1.3021, 3.8339, 4.2867], [-0.2924, 4.5012, 5.1549], [0.2832, 3.8236, 5.9771], [-0.1098, 5.6913, 4.9751], [-1.3540, 2.7870, 4.5561], [-2.2561, 4.3236, 4.4552], [-0.9791, 3.9530, 3.2555], [4.1371, -3.7953, 0.0849], [2.6556, -3.7391, 0.2375], [2.1945, -3.8684, 1.3561], [2.0008, -3.5680, -0.7695], [4.5714, -3.9433, 1.0529], [4.3673, -4.6185, -0.5823], [4.4481, -2.8445, -0.3431], [1.7023, -3.0712, -3.8641], [0.3115, -2.8582, -4.3436], [-0.2050, -1.7822, -4.0932], [-0.2167, -3.7596, -4.9536], [2.0261, -2.1730, -3.3453], [1.6934, -3.9273, -3.1978], [2.3177, -3.2630, -4.7394], [-2.7211, -5.8417, 5.2534], [-3.3205, -6.4663, 4.0428], [-3.1633, -7.6586, 3.8804], [-3.9234, -5.7282, 3.2903], [-2.2117, -6.6096, 5.8230], [-2.0257, -5.0824, 4.9163], [-3.5307, -5.4025, 5.8296], [0.8382, 6.5355, 2.0531], [0.1831, 6.0482, 0.8118], [-0.9344, 6.4465, 0.5574], [0.8159, 5.2704, 0.1194], [0.1631, 7.2117, 2.5629], [1.0550, 5.6696, 2.6692], [1.7517, 7.0422, 1.7600], [0.9809, -7.0493, 3.2644], [0.3891, -6.8437, 4.6148], [0.1871, -5.6997, 4.9749], [0.1445, -7.8349, 5.2672], [1.1419, -6.0795, 2.8059], [1.9192, -7.5787, 3.3986], [0.2763, -7.6431, 2.6889], [4.1009, 0.7518, -4.3182], [4.1317, 0.0633, -2.9964], [5.0177, 0.3559, -2.2236], [3.2552, -0.7531, -2.7809], [4.9334, 1.4428, -4.3661], [4.1834, -0.0120, -5.0856], [3.1533, 1.2776, -4.3937], [-5.0462, 4.4653, 3.0576], [-4.9516, 5.7836, 3.7483], [-3.8537, 6.1507, 4.1193], [-5.9845, 6.3994, 3.8932], [-4.0555, 4.0281, 3.0002], [-5.7119, 3.8378, 3.6420], [-5.4517, 4.6472, 2.0664], [-1.1307, 0.8020, -5.5343], [-1.4372, 1.4343, -6.8422], [-0.5134, 1.9841, -7.4147], [-2.5752, 1.3625, -7.2492], [-0.0805, 0.9543, -5.3168], [-1.7558, 1.2724, -4.7817], [-1.3605, -0.2557, -5.6146], [-6.4682, -0.6763, 0.2491], [-7.1019, -2.0186, 0.1388], [-7.8736, -2.3508, 1.0147], [-6.7985, -2.6881, -0.8257], [-6.8283, -0.1968, 1.1519], [-5.3927, -0.8246, 0.2906], [-6.7494, -0.1067, -0.6316], [1.1265, 4.9779, -7.9320], [2.2645, 4.1272, -7.4855], [2.1608, 3.5608, -6.4161], [3.2234, 4.0598, -8.2241], [0.3520, 4.9384, -7.1760], [1.5053, 5.9885, -8.0528], [0.7667, 4.5791, -8.8751], [7.9370, -6.7147, 0.9805], [6.8816, -5.8292, 0.4174], [6.2715, -5.1109, 1.1860], [6.6987, -5.8835, -0.7798], [7.9837, -6.5561, 2.0512], [7.6612, -7.7388, 0.7483], [8.8748, -6.4461, 0.5040], [-2.0073, 4.6759, -2.0543], [-2.6148, 3.3312, -2.2450], [-3.3767, 2.9231, -1.3895], [-2.3069, 2.7304, -3.2512], [-2.3664, 5.0953, -1.1235], [-0.9293, 4.5483, -2.0276], [-2.3089, 5.2880, -2.8994], [4.4377, 4.3416, 0.0629], [3.8932, 4.4519, 1.4428], [3.7754, 5.5643, 1.9175], [3.5994, 3.4169, 1.9998], [4.6507, 5.3384, -0.3042], [5.3419, 3.7428, 0.1160], [3.6815, 3.8547, -0.5451]],
  "atomic_forces_ev_per_a": [[-0.073, -0.254, 0.092], [1.379, -0.386, 0.309], [-1.691, -0.410, -2.490], [-1.270, 1.170, 1.649], [-0.299, -0.009, 0.709], [0.326, -1.348, -0.431], [0.976, 0.131, 0.521], [-0.306, 0.012, 0.333], [0.044, 0.374, -0.508], [0.159, -0.351, -0.977], [0.397, -0.162, -0.079], [-0.102, -0.123, 0.291], [0.015, -0.550, -1.593], [0.288, 0.321, 1.608], [0.115, 1.399, 0.621], [0.259, 0.413, -0.407], [-0.072, 0.029, -0.144], [0.011, -0.086, 0.099], [-0.096, 0.026, 0.104], [0.020, -0.279, 0.148], [-0.049, -0.057, -0.033], [-0.002, 0.086, 0.013], [0.043, -0.016, -0.009], [0.042, -0.003, 0.020], [0.072, 0.165, -0.064], [-0.050, 0.097, -0.004], [-0.413, 0.352, -0.030], [0.110, 0.063, -0.093], [-0.073, -0.056, -0.066], [-0.084, -0.059, 0.093], [-0.142, 0.032, 0.162], [-0.005, 0.040, -0.068], [-0.042, -0.055, -0.132], [0.089, 0.214, 0.148], [0.146, -0.061, 0.042], [-0.125, -0.033, -0.029], [-0.059, 0.089, 0.012], [-0.236, -0.373, -0.171], [-0.035, -0.053, -0.074], [-0.060, -0.106, -0.018], [-0.104, -0.108, 0.218], [0.040, 0.020, 0.117], [0.011, 0.059, -0.082], [-0.064, -0.124, -0.007], [0.007, -0.043, -0.058], [-0.105, 0.104, -0.009], [-0.031, 0.066, -0.099], [-0.126, 0.237, 0.129], [0.087, 0.033, 0.078], [-0.018, -0.066, -0.084], [-0.064, 0.001, -0.041], [-0.111, -0.078, -0.043], [0.145, 0.008, -0.037], [0.081, -0.154, -0.015], [0.018, 0.184, -0.173], [0.097, 0.013, -0.068], [0.155, -0.067, -0.003], [-0.008, 0.055, 0.027], [-0.014, 0.032, 0.066], [-0.059, -0.101, 0.022], [0.026, -0.097, 0.069], [0.078, 0.134, -0.027], [0.008, 0.090, -0.084], [-0.055, -0.058, 0.038], [0.343, 0.328, 0.165], [0.019, -0.019, 0.062], [-0.111, -0.019, 0.011], [-0.041, -0.087, -0.048], [0.167, -0.091, -0.038], [0.039, -0.043, -0.014], [-0.084, -0.021, -0.011], [0.041, 0.000, -0.011], [0.004, 0.009, 0.054], [-0.067, 0.037, -0.038], [-0.110, 0.022, 0.051], [0.006, -0.131, 0.146], [0.199, -0.016, 0.192], [-0.123, 0.127, -0.228], [0.073, 0.065, -0.051], [0.005, 0.030, -0.084], [-0.063, -0.098, -0.102], [-0.085, 0.016, 0.004], [0.014, 0.157, 0.156], [-0.025, 0.003, 0.060], [0.023, -0.015, -0.059], [-0.007, 0.012, 0.034], [-0.036, -0.085, 0.031], [0.002, -0.010, -0.133], [0.092, -0.077, -0.078], [-0.172, 0.036, 0.125], [-0.109, -0.016, 0.010], [0.111, 0.012, 0.041], [-0.001, -0.029, 0.035], [0.028, -0.084, 0.022], [0.064, -0.038, -0.102], [0.082, 0.005, -0.033], [0.048, -0.021, 0.201], [0.077, -0.041, 0.118], [0.569, -0.345, 0.038], [-0.037, 0.037, 0.021], [-0.056, 0.055, -0.008], [0.038, 0.017, -0.112], [-0.034, -0.057, -0.095], [-0.068, 0.133, 0.149], [0.070, 0.196, 0.082], [-0.036, -0.113, -0.064], [-0.106, -0.028, 0.126], [0.016, -0.059, 0.032], [0.000, 0.000, -0.043], [0.071, -0.065, -0.072], [0.069, 0.139, -0.124], [-0.040, 0.025, -0.036], [0.048, -0.074, 0.008], [-0.028, 0.052, -0.001], [-0.029, 0.027, 0.063], [-0.066, -0.098, 0.006], [0.012, -0.084, 0.053]],
  "gap_ev": 8.15,
  "homo_energy_ev": -8.8,
  "energy_ha": -4863.03547,
  "spin_multiplicity": 1
}

---

# 3
{
  "formula": "C5H9NO2",
  "method": "ωB97M-V/def2-TZVPD",
  "elements": ["C", "C", "C", "H", "H", "H", "H", "H", "H", "H", "H", "C", "O", "C", "O", "N", "H"],
  "xyz": [[1.2363, -0.4451, 1.3594], [0.8551, 0.4208, -1.1342], [0.7420, -1.7357, 1.2625], [2.2835, -0.2205, 1.2220], [0.6025, 0.3532, 1.7210], [-0.1076, -1.9882, 1.8849], [-0.3106, -1.6903, 0.1186], [1.3301, 1.1955, -0.5360], [1.4705, -0.4445, -1.3695], [0.6288, 0.9225, -2.0786], [1.4717, -2.5414, 1.2422], [-1.5673, 1.3230, -0.8691], [-2.4140, 1.3850, 0.1648], [-0.7468, 0.0648, -0.8451], [-1.3964, 2.2225, -1.6513], [-1.1938, -1.0563, -0.6238], [-2.8839, 2.2347, 0.1321]],
  "atomic_forces_ev_per_a": [[-0.866, -2.148, 0.504], [-2.468, 0.327, -0.696], [1.787, 1.623, 1.958], [-0.016, 0.012, -0.345], [-0.026, 0.077, -0.125], [-0.572, 0.132, -0.346], [-1.788, 1.434, -3.004], [-0.033, -0.215, 0.179], [-0.156, -0.006, 0.431], [0.370, 0.079, -0.250], [-0.114, 0.007, -0.732], [0.036, 0.414, -0.701], [-0.206, -0.113, 0.128], [3.421, 1.034, 0.240], [-0.162, -0.006, 0.077], [0.633, -2.568, 2.833], [0.159, -0.081, -0.151]],
  "relative_energy_ev": 4.265,
  "gap_ev": 8.65,
  "homo_energy_ev": -8.6,
  "energy_ha": -401.02003,
  "spin_multiplicity": 1
}

---

# 4
{
  "formula": "C20H23BrN2O3",
  "method": "ωB97M-V/def2-TZVPD",
  "elements": ["O", "O", "O", "Br", "C", "C", "C", "C", "C", "C", "C", "C", "C", "N", "N", "C", "C", "C", "C", "C", "C", "C", "C", "C", "C", "C", "H", "H", "H", "H", "H", "H", "H", "H", "H", "H", "H", "H", "H", "H", "H", "H", "H", "H", "H", "H", "H", "H", "H"],
  "xyz": [[0.5246, -2.2524, -2.8011], [-3.0908, 1.0308, -2.5482], [1.1348, 2.1026, -1.3724], [2.4338, -4.1974, 3.7648], [0.8365, -1.1285, -2.4295], [-2.1762, 1.5316, -1.9129], [-0.0806, 2.0989, -1.3561], [0.8458, -2.8313, 0.1032], [2.7484, -1.9520, 1.9887], [2.0889, -3.1729, 2.1938], [1.5169, -1.5896, -0.0908], [1.0962, -3.6112, 1.2422], [2.4771, -1.1544, 0.8627], [1.2908, -0.8169, -1.1758], [-0.8709, 1.4377, -2.2922], [0.3575, -4.8965, 1.4735], [3.2223, 0.1667, 0.7265], [0.8500, -0.0326, -3.4826], [-0.4299, 0.7616, -3.5286], [-2.9525, 2.3201, 1.8575], [-1.5526, 2.8736, 2.1441], [-1.4460, 0.7523, 1.0278], [-2.3567, 2.2908, -0.5793], [-0.8990, 2.7123, -0.2404], [-2.7129, 1.3895, 0.6182], [-0.6720, 2.0816, 1.1506], [0.1109, -3.1777, -0.6168], [3.4758, -1.6393, 2.7469], [1.5778, 0.1551, -1.1201], [-0.4638, -5.0574, 0.7394], [1.0978, -5.6898, 1.3561], [-0.1219, -4.9721, 2.4657], [3.9136, 0.2958, 1.6098], [2.4889, 0.9569, 0.6659], [3.8288, 0.1999, -0.1883], [1.0849, -0.5017, -4.4575], [1.7194, 0.6051, -3.2391], [-0.3178, 1.5099, -4.3015], [-1.2240, 0.0911, -3.8392], [-3.2774, 1.7142, 2.7114], [-3.6942, 3.1195, 1.6837], [-1.3077, 2.6782, 3.1775], [-1.4664, 3.9573, 1.9923], [-1.5462, 0.2333, 2.0069], [-1.0180, 0.0932, 0.3004], [-3.1097, 3.0953, -0.7445], [-0.7731, 3.7809, -0.1951], [-3.5357, 0.6694, 0.4570], [0.3743, 1.9684, 1.4452]],
  "atomic_forces_ev_per_a": [[-0.151, 0.257, 0.771], [0.765, 0.498, 0.509], [-0.099, 0.147, -0.208], [0.016, 0.233, -0.323], [0.068, -1.745, -1.089], [-2.962, -0.882, -0.217], [1.140, -0.289, 0.170], [0.649, 0.595, 0.750], [-0.491, -0.706, 0.042], [-1.075, 0.508, -1.575], [0.567, -2.340, 2.281], [0.751, 0.780, 0.891], [0.050, -0.381, 0.290], [-0.399, 2.263, -2.059], [1.215, 0.461, 0.746], [-0.644, -0.228, -0.410], [0.473, -0.833, 0.500], [1.635, 0.456, 1.141], [-0.283, 0.223, -0.292], [-0.672, 0.080, -0.604], [0.316, 0.229, -0.312], [1.096, 0.083, 1.104], [0.267, -0.053, -0.676], [-0.934, -0.272, -0.022], [-2.331, 0.111, 0.344], [0.536, -0.302, 0.281], [0.186, 0.151, 0.066], [-0.256, 0.041, -0.454], [0.081, -0.112, 0.169], [0.713, 0.205, 0.281], [-0.286, -0.322, 0.191], [0.503, 0.120, -0.305], [-0.873, 0.063, -0.989], [0.038, 0.621, 0.131], [-0.101, -0.001, 0.148], [-0.576, 0.175, 0.578], [-0.471, 0.061, -0.282], [-0.126, 0.324, -0.197], [-0.359, 0.105, 0.182], [-0.155, 0.098, -0.284], [0.195, -0.450, 0.007], [0.407, -0.075, 0.235], [-0.040, -0.221, -0.018], [0.188, 0.207, -0.676], [0.305, -0.580, -0.435], [0.654, -0.510, 0.149], [0.330, 0.408, -0.211], [0.219, 0.562, -0.182], [-0.079, 0.238, -0.136]],
  "smiles": "Cc1cc(NC(=O)CCN2C(=O)[C@@H]3[C@H]4CC[C@H](C4)[C@@H]3C2=O)c(C)cc1Br",
  "relative_energy_ev": 0.618,
  "gap_ev": 8.68,
  "homo_energy_ev": -8.1,
  "energy_ha": -3685.24039,
  "spin_multiplicity": 1
}